## 1
C5H13NOS | ωB97M-V/def2-TZVPD

```
! RIJCOSX wB97M-V def2-TZVPD def2/J DEFGRID3
* xyz 0 1
O 1.288 -2.172 -2.466
C 1.540 -1.096 -1.504
C 0.773 -1.726 -0.214
N -0.322 -1.071 0.644
C -0.053 -0.015 1.658
C -0.155 1.460 1.154
C -1.174 1.750 0.118
S -2.913 1.750 0.818
H 1.568 -1.947 -3.284
H 1.164 -0.051 -2.007
H 2.508 -1.021 -1.264
H 1.464 -2.109 0.523
H 0.206 -2.563 -0.639
H -1.095 -0.786 -0.042
H -0.661 -0.285 2.555
H 0.897 -0.122 2.081
H 0.937 1.581 1.013
H -0.315 2.140 2.081
H -1.239 1.023 -0.703
H -0.928 2.819 -0.337
H -3.490 2.440 -0.188
*
```

## Properties
LUMO level	0.0283	Eh
HOMO level	-0.3156	Eh
SMILES string	OCCNCCCS
orbital gap	9.360	eV

---

## 2
C5H13NOS | ωB97M-V/def2-TZVPD

```
! RIJCOSX wB97M-V def2-TZVPD def2/J DEFGRID3
* xyz 0 1
C 0.705 2.411 2.228
S 2.099 1.031 1.964
C 1.712 0.343 0.343
C 0.224 -0.239 0.346
C -0.275 -0.337 -1.151
N 0.471 -1.422 -1.935
C -1.771 -0.761 -1.047
O -1.684 -2.046 -0.312
H 1.169 3.288 2.732
H -0.017 1.853 2.829
H 0.230 2.866 1.370
H 2.457 -0.574 0.146
H 1.683 1.003 -0.582
H 0.166 -1.255 0.813
H -0.599 0.355 0.895
H -0.136 0.686 -1.643
H 0.108 -2.260 -1.550
H 0.591 -1.409 -2.858
H -2.466 -0.028 -0.650
H -2.203 -1.167 -2.138
H -2.464 -2.337 0.202
*
```

## Properties
LUMO level	0.0259	Eh
HOMO level	-0.3059	Eh
SMILES string	CSCC[C@@H](N)CO
orbital gap	9.030	eV

---

## 3
C5H13NOS | ωB97M-V/def2-TZVPD

```
! RIJCOSX wB97M-V def2-TZVPD def2/J DEFGRID3
* xyz 0 1
C -1.510 -0.528 0.822
C -0.549 -0.004 -0.250
C 0.079 1.340 0.127
C 0.902 1.277 1.405
S 1.335 2.924 2.067
N 0.569 -0.961 -0.488
C 0.626 -1.584 -1.756
O -0.113 -2.822 -1.899
H -2.497 -0.599 0.354
H -1.196 -1.399 1.394
H -1.728 0.229 1.591
H -1.042 0.152 -1.206
H -0.652 2.141 0.223
H 0.717 1.768 -0.657
H 0.331 0.822 2.219
H 1.835 0.724 1.331
H 1.514 3.558 0.900
H 0.548 -1.664 0.238
H 1.660 -1.819 -2.004
H 0.228 -0.965 -2.563
H -1.057 -2.590 -1.849
*
```

## Properties
LUMO level	0.0290	Eh
HOMO level	-0.3258	Eh
SMILES string	C[C@@H](CCS)NCO
orbital gap	9.653	eV

---

Least stable of them? 1.

---

## 1
C8H12S | ωB97M-V/def2-TZVPD

```
! RIJCOSX wB97M-V def2-TZVPD def2/J DEFGRID3
* xyz 0 1
C -2.587 -0.915 2.073
C -2.145 -0.648 0.836
S -2.235 1.008 0.137
C -1.458 -1.649 0.047
C -0.213 -1.621 -0.357
C 0.981 -1.057 0.279
C 1.506 0.064 -0.772
C 1.751 1.312 -0.300
C 2.221 2.465 -1.152
H -3.058 -0.242 2.746
H -2.370 -1.861 2.507
H -2.629 0.729 -1.074
H -2.204 -2.297 -0.652
H -0.081 -2.464 -0.999
H 0.700 -0.447 1.187
H 1.833 -1.832 0.572
H 1.770 -0.392 -1.632
H 1.478 1.578 0.744
H 2.371 2.112 -2.293
H 1.338 3.013 -1.236
H 3.030 3.145 -0.662
*
```

## Properties
LUMO level	0.0291	Eh
HOMO level	-0.3189	Eh
SMILES string	C=C(S)/C=C\C/C=C/C
orbital gap	9.470	eV

---

## 2
C8H12S | ωB97M-V/def2-TZVPD

```
! RIJCOSX wB97M-V def2-TZVPD def2/J DEFGRID3
* xyz 0 1
C -0.041 -0.290 -3.787
C 0.954 0.202 -3.062
S 2.508 0.695 -4.086
C 0.740 0.262 -1.571
C 0.323 0.445 -0.468
C -0.049 0.237 0.942
C 0.090 1.620 1.652
C -1.475 -0.174 1.015
C 0.866 -0.797 1.554
H -0.049 -0.489 -4.805
H -1.009 -0.446 -3.233
H 1.706 1.626 -4.747
H -0.330 1.629 2.661
H -0.365 2.442 1.161
H 1.153 1.967 1.741
H -1.696 -1.139 0.661
H -1.923 -0.172 2.022
H -2.077 0.490 0.360
H 1.899 -0.774 1.233
H 0.889 -0.362 2.597
H 0.377 -1.713 1.400
*
```

## Properties
LUMO level	0.0249	Eh
HOMO level	-0.3316	Eh
SMILES string	C=C(S)C#CC(C)(C)C
orbital gap	9.701	eV

---

## 3
C8H12S | ωB97M-V/def2-TZVPD

```
! RIJCOSX wB97M-V def2-TZVPD def2/J DEFGRID3
* xyz 0 1
C 2.260 0.580 0.130
C 1.481 0.092 -1.002
C 0.250 -0.393 -0.827
C -0.410 -0.548 0.564
C -0.079 0.733 1.428
C 2.179 0.106 -2.350
C -1.854 -1.012 0.413
C -1.215 1.534 1.924
S 1.507 1.287 1.521
H 3.282 0.972 0.131
H -0.333 -0.360 -1.717
H 0.089 -1.516 1.067
H 2.138 1.069 -2.861
H 1.724 -0.710 -2.871
H 3.306 -0.203 -2.107
H -2.353 -0.792 1.382
H -1.902 -2.105 0.142
H -2.570 -0.517 -0.379
H -1.439 1.285 2.961
H -2.131 1.373 1.335
H -0.993 2.696 2.012
*
```

## Properties
LUMO level (spin up / spin down)	0.0004 / 0.0102	Eh
HOMO level (spin up / spin down)	-0.2562 / -0.2576	Eh
orbital gap (spin up / spin down)	6.982 / 7.288	eV

---

## 4
C8H12S | ωB97M-V/def2-TZVPD

```
! RIJCOSX wB97M-V def2-TZVPD def2/J DEFGRID3
* xyz 0 1
C -1.132 -0.831 0.940
C -0.016 -0.255 1.497
C 1.280 -0.921 1.253
C 1.477 -0.879 -0.270
C 1.313 0.554 -0.852
C 0.022 1.346 -0.405
C -1.290 0.743 -0.914
C -2.116 0.046 0.200
S 0.038 1.480 1.432
H -1.178 -1.904 0.794
H 1.260 -1.945 1.649
H 2.068 -0.370 1.729
H 2.462 -1.235 -0.507
H 0.728 -1.558 -0.721
H 2.186 1.183 -0.583
H 1.302 0.549 -1.950
H 0.118 2.344 -0.833
H -1.923 1.504 -1.390
H -1.122 -0.006 -1.712
H -2.564 0.748 0.868
H -2.913 -0.593 -0.224
*
```

## Properties
LUMO level	0.0332	Eh
HOMO level	-0.3096	Eh
SMILES string	C1=C2CCC[C@@H](CC1)S2
orbital gap	9.330	eV

---

Least stable of them? 1.

---

## 1
C11H18O | ωB97M-V/def2-TZVPD

```
! RIJCOSX wB97M-V def2-TZVPD def2/J DEFGRID3
* xyz 0 1
C 1.665 -1.676 0.891
C 0.559 -0.922 0.139
C -0.782 -0.964 0.806
C -1.686 -1.952 0.455
C -2.980 -2.021 1.011
C -3.314 -1.096 1.979
O -4.496 -1.132 2.657
C -2.397 -0.108 2.367
C -1.146 -0.047 1.803
H 1.651 -2.726 0.590
H 1.671 -1.516 1.964
H 2.627 -1.330 0.493
H 0.874 0.125 0.116
H 0.548 -1.180 -0.919
H -1.385 -2.588 -0.369
H -3.483 -2.973 0.873
H -4.992 -1.924 2.415
H -2.776 0.662 3.029
H -0.446 0.689 2.181
C 1.419 2.036 -3.280
C 1.405 1.719 -1.793
C 2.533 2.351 -0.999
H 1.872 1.243 -3.882
H 0.456 2.324 -3.701
H 2.073 2.883 -3.515
H 0.452 1.879 -1.280
H 1.484 0.637 -1.678
H 2.523 3.440 -1.112
H 2.527 2.109 0.064
H 3.544 2.058 -1.309
*
```

## Properties
LUMO level	0.0324	Eh
HOMO level	-0.3073	Eh
SMILES string	CCc1ccc(O)cc1.CCC
orbital gap	9.241	eV

---

## 2
C11H18O | ωB97M-V/def2-TZVPD

```
! RIJCOSX wB97M-V def2-TZVPD def2/J DEFGRID3
* xyz 0 1
C -1.803 0.514 1.848
C -0.928 0.698 0.578
C 0.345 1.411 0.952
C 0.298 2.781 1.221
C 1.437 3.430 1.638
C 2.573 2.669 1.896
O 3.655 3.225 2.566
C 2.672 1.322 1.633
C 1.497 0.688 1.192
H -1.846 1.435 2.426
H -1.186 -0.147 2.465
H -2.746 0.045 1.582
H -0.943 -0.287 0.095
H -1.418 1.249 -0.241
H -0.641 3.216 0.890
H 1.396 4.439 2.035
H 3.363 3.977 3.086
H 3.624 0.834 1.738
H 1.493 -0.395 1.159
C -1.176 -2.788 -3.893
C -1.201 -2.247 -2.467
C -0.653 -3.226 -1.464
H -1.258 -3.869 -3.791
H -1.972 -2.415 -4.538
H -0.286 -2.533 -4.465
H -0.720 -1.283 -2.256
H -2.239 -1.989 -2.206
H 0.426 -3.396 -1.609
H -0.801 -3.091 -0.396
H -0.959 -4.266 -1.674
*
```

## Properties
LUMO level	0.0331	Eh
HOMO level	-0.3104	Eh
SMILES string	CCc1ccc(O)cc1.CCC
orbital gap	9.348	eV

---

Least stable of them? 2.

---

## 1
C20H28N4O2 | ωB97M-V/def2-TZVPD

```
! RIJCOSX wB97M-V def2-TZVPD def2/J DEFGRID3
* xyz 0 1
C 4.473 4.803 0.118
C 3.256 4.202 -0.152
C 3.215 2.940 -0.718
C 4.393 2.268 -1.019
C 4.339 0.873 -1.596
C 4.010 -0.057 -0.488
N 4.879 -0.804 0.128
O 4.173 -1.439 1.109
C 2.906 -1.015 1.007
C 1.887 -1.536 1.972
N 0.535 -1.087 1.778
C 0.362 0.346 1.964
C -1.126 0.674 2.026
C -1.815 0.214 0.746
C -1.555 -1.277 0.544
C -2.201 -1.783 -0.748
N -3.630 -1.525 -0.783
C -4.169 -1.571 -2.132
C -5.644 -1.172 -2.093
O -6.388 -2.028 -1.261
C -5.861 -2.019 0.045
C -4.390 -2.434 0.058
C -0.047 -1.524 0.520
N 2.753 -0.167 0.038
C 5.610 2.870 -0.737
C 5.650 4.135 -0.175
H 4.505 5.788 0.559
H 2.335 4.717 0.079
H 2.267 2.465 -0.921
H 3.556 0.809 -2.354
H 5.300 0.590 -2.021
H 1.909 -2.630 1.921
H 2.212 -1.251 2.980
H 0.845 0.628 2.904
H 0.834 0.914 1.148
H -1.567 0.160 2.882
H -1.255 1.749 2.165
H -2.888 0.396 0.793
H -1.414 0.767 -0.106
H -1.962 -1.821 1.401
H -1.750 -1.250 -1.589
H -1.981 -2.859 -0.875
H -3.620 -0.864 -2.758
H -4.079 -2.580 -2.572
H -6.090 -1.245 -3.087
H -5.724 -0.136 -1.729
H -6.465 -2.719 0.625
H -5.951 -1.011 0.475
H -4.014 -2.382 1.080
H -4.304 -3.477 -0.299
H 0.151 -2.594 0.405
H 0.401 -0.996 -0.336
H 6.529 2.347 -0.957
H 6.602 4.597 0.037
*
```

## Properties
LUMO level	0.0287	Eh
HOMO level	-0.3221	Eh
SMILES string	c1ccc(Cc2noc(CN3CCC[C@@H](CN4CCOCC4)C3)n2)cc1
orbital gap	9.546	eV

---

## 2
C20H28N4O2 | ωB97M-V/def2-TZVPD

```
! RIJCOSX wB97M-V def2-TZVPD def2/J DEFGRID3
* xyz 0 1
C -3.031 -1.299 2.675
C -1.921 -1.293 1.627
N -0.885 -0.366 2.044
C 0.420 -0.678 2.096
O 0.869 -1.797 1.949
C 1.327 0.552 2.247
N 1.349 1.198 0.960
C 1.896 0.665 -0.193
N 2.721 -0.404 -0.148
C 3.094 -1.064 -1.377
C 4.325 -1.935 -1.124
O 4.113 -2.875 -0.100
N 1.579 1.327 -1.275
C 0.744 2.334 -0.857
C 0.086 3.312 -1.587
C -0.740 4.184 -0.902
C -0.911 4.099 0.477
C -0.258 3.133 1.225
C 0.565 2.258 0.545
C -2.444 -0.883 0.241
C -3.457 -1.887 -0.351
C -2.867 -2.215 -1.727
C -2.959 -0.965 -2.612
C -1.879 -0.036 -2.021
C -1.345 -0.847 -0.838
C -1.376 -2.264 -1.404
H -3.481 -0.310 2.750
H -3.807 -2.009 2.408
H -2.628 -1.574 3.646
H -1.444 -2.276 1.578
H -1.156 0.606 2.085
H 0.943 1.250 2.992
H 2.336 0.240 2.530
H 2.639 -1.027 0.647
H 2.268 -1.690 -1.752
H 3.305 -0.296 -2.121
H 5.156 -1.316 -0.782
H 4.615 -2.433 -2.061
H 3.324 -3.392 -0.302
H 0.217 3.378 -2.654
H -1.268 4.952 -1.447
H -1.565 4.799 0.975
H -0.390 3.082 2.298
H -2.894 0.110 0.345
H -4.461 -1.470 -0.421
H -3.506 -2.793 0.255
H -3.297 -3.107 -2.181
H -3.952 -0.520 -2.575
H -2.741 -1.213 -3.651
H -1.078 0.155 -2.735
H -2.276 0.929 -1.708
H -0.380 -0.498 -0.481
H -0.750 -2.377 -2.287
H -1.117 -3.029 -0.673
*
```

## Properties
LUMO level	0.0250	Eh
HOMO level	-0.2855	Eh
SMILES string	C[C@H](NC(=O)Cn1c(NCCO)nc2ccccc21)[C@@H]1C[C@H]2CC[C@@H]1C2
orbital gap	8.450	eV

---

Least stable of them? 1.